71
Properties=species:S:1:pos:R:3:mulliken_charge:R:1 method="wB97M-V/def2-TZVPD" relative_energy_kcal_mol=0.00 homo_ev=-11.001 total_charge=+1
Pt -0.08149 -0.28869 0.32851 2.24
C 4.07918 -0.13035 -2.23006 -1.22
C 2.70797 -0.61141 -1.74977 -0.36
Ge 2.37757 -0.15226 0.12328 -0.63
C 3.41492 -1.25519 1.35026 0.26
C 4.90693 -0.90146 1.35824 -1.27
C 2.78348 1.71773 0.42096 -1.51
C 1.89415 2.71473 0.50105 1.70
Ge -0.01507 2.25251 0.27633 -0.50
C -0.58365 2.49816 -1.58594 -0.29
C -0.47712 3.92109 -2.14006 -1.23
C -1.33332 2.90001 1.57296 -0.27
C -1.75878 4.37020 1.56518 -1.30
C 2.30030 4.14233 0.63242 0.55
C 3.58820 4.51652 1.02792 -0.50
C 3.94583 5.85017 1.12067 -0.84
C 3.02610 6.84917 0.82059 -0.48
C 1.74517 6.49765 0.42929 -1.47
C 1.39265 5.15708 0.34266 0.28
H 4.20668 -0.34168 -3.29302 0.39
H 4.89433 -0.62580 -1.70145 0.26
H 4.19806 0.94671 -2.09538 0.29
H 2.59122 -1.69016 -1.86401 0.44
H 1.91609 -0.15066 -2.34660 0.31
H 3.26579 -2.30628 1.09211 0.40
H 3.00786 -1.11398 2.35158 -0.37
H 5.37578 -1.08319 0.39116 0.28
H 5.44098 -1.50295 2.09541 0.41
H 5.06962 0.14785 1.61275 0.29
H 3.84739 1.95978 0.42363 0.37
H -1.60804 2.12825 -1.63483 0.36
H 0.01841 1.81823 -2.19683 0.29
H -1.07576 4.63146 -1.56719 0.25
H -0.84123 3.94775 -3.16872 0.41
H 0.55237 4.28149 -2.14596 0.33
H -0.98809 2.62423 2.57556 0.32
H -2.20240 2.26227 1.38276 0.36
H -0.95557 5.03349 1.88289 0.33
H -2.59073 4.51127 2.25691 0.42
H -2.09951 4.69732 0.58044 0.29
H 4.32347 3.76474 1.28501 0.44
H 4.94775 6.11421 1.43350 0.41
H 3.30944 7.89101 0.89515 0.41
H 1.01704 7.26158 0.18849 0.42
H 0.39074 4.90874 0.01649 0.41
O -1.87841 -0.13180 -0.79161 -0.76
N -2.28930 -1.20520 -1.46790 0.25
C -3.47382 -1.07590 -2.11660 -0.27
C -3.98251 -2.10556 -2.84859 -0.72
C -3.25960 -3.30071 -2.92385 -0.21
C -2.06374 -3.40682 -2.26471 -0.90
C -1.55708 -2.33632 -1.51247 0.86
S -0.04184 -2.43916 -0.69116 -0.61
H -3.94316 -0.11402 -1.98353 0.48
H -4.92909 -1.97999 -3.35296 0.43
H -3.64056 -4.13534 -3.49669 0.40
H -1.47719 -4.31321 -2.30059 0.44
O -1.49195 0.23865 2.89062 -0.52
S -0.14978 -0.14734 2.46153 0.05
C 1.01168 0.76875 3.48155 -0.30
C 1.03844 -0.02607 4.78655 -0.89
C 1.17021 -1.49731 4.38990 -0.59
C 0.20420 -1.75871 3.23644 -0.79
H 0.58233 1.76685 3.58954 0.54
H 1.97191 0.83514 2.96526 0.15
H 0.10917 0.15293 5.32920 0.36
H 1.86227 0.29198 5.42322 0.40
H 0.95645 -2.16571 5.22232 0.42
H 2.19124 -1.70051 4.07737 0.26
H -0.79282 -2.02138 3.59755 0.51
H 0.52430 -2.48254 2.49168 0.30

=====

79
Properties=species:S:1:pos:R:3:mulliken_charge:R:1 method="wB97M-V/def2-TZVPD" relative_energy_kcal_mol=2.91 homo_ev=-4.004 total_charge=-1
Rb -0.16766 2.49227 -0.85048 0.86
O -2.58371 5.57899 1.27393 -0.41
C -1.82723 5.34479 0.20820 0.05
O -0.66379 5.01905 0.27434 -0.59
C -2.55471 5.43485 -1.10292 0.49
C -3.51584 6.38663 -1.38481 -0.50
C -4.06484 6.37861 -2.66311 -0.35
C -3.65516 5.41756 -3.56950 -0.46
C -2.70655 4.47273 -3.17793 0.29
N -2.16682 4.49863 -1.96610 0.12
C -2.26645 3.34180 -4.14014 0.03
O -2.83835 3.34682 -5.24180 -0.79
O -1.40662 2.55301 -3.68721 -0.63
H -2.15210 5.10997 2.04179 0.16
H -3.81680 7.10162 -0.63151 0.46
H -4.80980 7.11487 -2.94002 0.40
H -4.04585 5.34937 -4.57472 0.48
C 2.66682 -4.10558 -1.41025 -1.23
C 1.54335 -3.51850 -2.23917 1.07
C 1.55427 -3.97904 -3.68078 -1.61
O 1.69999 -2.08147 -2.21763 -0.24
P 0.50295 -1.09575 -1.89821 0.85
O 0.87036 0.30900 -2.11572 -0.92
C 0.04060 -1.43100 -0.17730 -0.46
P 1.10656 -0.61319 1.03261 0.12
O 1.22503 0.84188 0.88739 -0.86
O 2.46357 -1.41480 0.82859 -0.04
C 3.73505 -0.71633 1.00902 0.64
C 4.22462 -0.27784 -0.35329 -1.26
C 4.66418 -1.68054 1.71066 -1.48
O 0.55518 -0.98462 2.44972 0.19
C 0.10246 -2.20741 3.07126 0.76
C -1.36985 -2.41120 2.76920 -1.42
C 0.97233 -3.40440 2.72728 -1.22
O -0.64072 -1.72746 -2.77960 -0.38
C -2.07430 -1.45129 -2.81332 0.45
C -2.43668 -0.05366 -2.36950 -0.93
C -2.78182 -2.54188 -2.03130 -1.34
H 2.56457 -5.19057 -1.34916 0.43
H 2.65630 -3.68546 -0.40466 0.10
H 3.62882 -3.87226 -1.87055 0.33
H 0.57904 -3.77583 -1.78866 0.16
H 2.49106 -3.68338 -4.15527 0.34
H 0.72594 -3.53181 -4.22786 0.35
H 1.46694 -5.06618 -3.72903 0.38
H 0.04861 -2.50788 -0.00029 0.21
H -0.97878 -1.08106 -0.00455 0.46
H 3.55505 0.15490 1.64068 0.32
H 4.40902 -1.14922 -0.98520 0.19
H 5.15145 0.28987 -0.25367 0.50
H 3.47687 0.34847 -0.83972 0.23
H 4.79546 -2.58222 1.10809 0.24
H 4.26470 -1.95685 2.68649 0.37
H 5.64014 -1.21611 1.85703 0.43
H 0.21593 -1.98634 4.13190 0.36
H -1.52712 -2.74932 1.74373 0.23
H -1.90826 -1.47601 2.92526 0.34
H -1.78338 -3.16743 3.43887 0.43
H 0.91751 -3.65778 1.66821 0.16
H 0.62943 -4.27046 3.29616 0.51
H 2.01333 -3.20950 2.98051 0.19
H -2.31419 -1.55153 -3.87214 0.45
H -2.18967 0.11696 -1.31806 0.05
H -3.51960 0.05533 -2.45622 0.48
H -1.96839 0.71806 -2.98547 0.30
H -2.59751 -2.44009 -0.95975 0.14
H -2.44891 -3.52929 -2.35426 0.34
H -3.85776 -2.46883 -2.19282 0.49
Se -2.22455 3.00323 3.22165 -0.40
C -0.68860 2.14164 3.90614 -0.12
C -0.79914 1.09181 4.83311 -0.20
C 0.33513 0.49291 5.34807 -0.60
N 1.58671 0.82273 5.01849 -0.69
C 1.69022 1.81967 4.13576 -0.43
C 0.62250 2.49573 3.57294 -0.17
H -1.77899 0.76862 5.16343 0.42
H 0.23242 -0.30257 6.08423 0.49
H 2.70306 2.10010 3.85804 0.43
H 0.80295 3.29147 2.86086 0.47

=====

80
Properties=species:S:1:pos:R:3:mulliken_charge:R:1 method="wB97M-V/def2-TZVPD" spin_multiplicity=6 homo_ev="-4.202 / -4.213" total_charge=-1
Sm 0.44480 0.72476 0.69593 0.89
C -1.90347 4.02419 2.91103 -1.40
C -0.99592 3.47676 1.80888 1.12
O -1.11051 2.22824 1.57776 -0.61
C -0.19074 4.36228 1.11518 -1.25
C 0.52798 4.06262 -0.07310 0.79
C 1.06965 5.23134 -0.86867 -1.45
N 0.64626 2.83948 -0.50474 0.61
N 1.09739 2.68038 -1.82445 -0.81
C 0.77696 1.49949 -2.30365 0.31
O 0.26171 0.53184 -1.65892 -0.58
C 0.95421 1.37234 -3.77919 0.26
C 1.98489 1.99587 -4.47714 -0.28
C 2.03932 1.92262 -5.85795 -0.75
C 1.06025 1.24346 -6.56411 -0.35
C 0.03979 0.60970 -5.87455 -0.64
C -0.00569 0.66178 -4.49540 -0.39
H -1.65157 3.54632 3.85699 0.27
H -2.92944 3.74722 2.66890 0.30
H -1.82817 5.10420 3.01234 0.37
H -0.18898 5.40050 1.41909 0.24
H 0.34206 6.03866 -0.90925 0.39
H 1.30859 4.89010 -1.87288 0.35
H 1.97792 5.60818 -0.39937 0.25
H 2.72997 2.55356 -3.92900 0.43
H 2.84213 2.40501 -6.39999 0.37
H 1.07303 1.22442 -7.64722 0.37
H -0.73609 0.08609 -6.41438 0.38
H -0.80314 0.18136 -3.94849 0.50
C 4.01713 -3.39896 -1.16875 -0.83
N 4.07006 -2.02016 -1.58500 0.17
C 5.31176 -1.62733 -2.21908 -0.66
C 5.38205 -0.11911 -1.98886 -0.66
N 4.41275 0.09973 -0.93860 0.10
C 4.01287 1.46064 -0.66144 -0.69
C 3.51686 -0.94374 -0.88349 -0.07
N 2.38315 -0.82931 -0.30847 0.31
C 1.42071 -1.91481 -0.25396 -1.90
C 1.37530 -2.54038 1.15008 -0.76
N 0.63394 -1.69481 2.06448 0.31
C 0.16338 -2.17858 3.15122 -0.35
N 0.29213 -3.46710 3.68853 0.17
C 1.47806 -4.28677 3.66756 -1.01
C -0.40667 -3.52941 4.95936 -0.72
C -1.34306 -2.33297 4.89462 -0.68
N -0.63404 -1.44519 3.99864 0.11
C -1.36469 -0.26973 3.58464 -0.84
H 5.02208 -3.73393 -0.88002 0.36
H 3.66540 -4.03138 -1.99037 0.26
H 3.35740 -3.52435 -0.31878 0.19
H 5.30274 -1.89476 -3.28304 0.32
H 6.16228 -2.14271 -1.74355 0.35
H 5.12266 0.43572 -2.90068 0.28
H 6.37276 0.20088 -1.65011 0.35
H 3.25653 1.82480 -1.36548 0.16
H 3.59212 1.51170 0.34452 0.06
H 4.89863 2.08945 -0.72363 0.46
H 1.60963 -2.68527 -1.00980 0.77
H 0.43128 -1.49945 -0.46703 0.20
H 2.41046 -2.66631 1.51016 0.71
H 0.88669 -3.51872 1.05833 0.79
H 2.30533 -3.84005 4.23696 0.32
H 1.80696 -4.49053 2.65593 0.33
H 1.21861 -5.23954 4.13178 0.39
H 0.30126 -3.42865 5.79891 0.35
H -0.93052 -4.48644 5.05028 0.38
H -1.50205 -1.85163 5.86671 0.37
H -2.31800 -2.61635 4.47097 0.33
H -2.18271 -0.51671 2.90198 0.19
H -0.68874 0.44355 3.10344 0.14
H -1.78264 0.19221 4.48095 0.41
F -2.83833 -1.80187 -1.00451 -0.36
B -2.36672 -1.74255 0.27200 0.13
F -3.38679 -1.66738 1.19023 -0.39
F -1.57219 -2.83890 0.54200 -0.37
F -1.54328 -0.54880 0.43121 0.21
C 2.07706 1.39433 2.56765 -1.34
H 1.51718 1.70671 3.46405 0.30
H 2.75022 2.24756 2.38116 0.40
H 2.74346 0.60134 2.94392 0.24

=====

87
Properties=species:S:1:pos:R:3:mulliken_charge:R:1 method="wB97M-V/def2-TZVPD" homo_ev=-9.981
C 2.58249 -2.71977 6.23292 -1.26
C 1.81117 -1.38320 6.18614 -0.83
C 1.04473 -1.09308 4.88636 0.28
Cl -0.00153 -2.50677 4.58838 -0.17
C 1.91328 -0.71158 3.62357 0.81
C 3.28955 -0.22468 4.11916 -2.17
C 4.33465 0.44892 3.21322 -0.67
C 4.87161 -0.34984 2.03141 -0.39
O 6.24608 -0.03858 1.78365 -0.61
O 2.20202 -1.95029 2.89968 -0.19
S 1.80237 -1.93553 1.37204 1.19
O 0.59696 -2.67074 1.19437 -0.65
O 2.92245 -2.24307 0.54867 -0.67
O 1.55672 -0.36322 1.28534 -0.04
C 1.12742 0.17295 2.56224 1.48
C -0.41043 -0.05309 2.61937 -1.62
C -1.27878 0.75926 1.63284 -1.82
C -1.68224 0.14604 0.28798 1.28
F -1.67145 -1.20358 0.30899 -0.31
F -2.98694 0.51128 0.06196 -0.27
C -0.89397 0.67009 -0.97824 0.27
F -1.65229 1.59816 -1.61215 -0.32
F 0.24781 1.29451 -0.60299 -0.15
C -0.54201 -0.41480 -2.02721 0.52
F 0.25353 -1.34160 -1.48677 -0.19
F -1.69024 -0.98053 -2.44079 -0.30
C 0.18212 0.11334 -3.29940 0.56
F -0.58813 0.93779 -3.99249 -0.27
F 0.47098 -0.93312 -4.06439 -0.24
F 1.31491 0.73239 -2.99247 -0.23
C 1.38216 1.68923 2.77841 -2.03
C 1.71868 2.62382 1.60276 -0.60
C 2.82851 2.27554 0.61930 -1.25
I 2.27407 4.51964 2.52480 0.04
H 2.79071 -3.11826 5.23980 0.31
H 2.01574 -3.46158 6.79780 0.37
H 3.52384 -2.57210 6.76915 0.33
H 2.44663 -0.54992 6.47779 0.39
H 1.03156 -1.43196 6.95453 0.54
H 0.36879 -0.26460 5.10299 0.40
H 3.77979 -1.08313 4.58405 0.55
H 3.08950 0.49224 4.92201 0.65
H 5.20916 0.60036 3.85735 0.43
H 4.00335 1.45046 2.93817 0.40
H 4.30077 -0.20752 1.11409 0.07
H 4.85084 -1.41726 2.26172 0.29
H 6.30177 0.88336 1.50523 0.35
H -0.65973 -1.10762 2.53526 0.79
H -0.75062 0.26676 3.60575 0.53
H -2.24070 0.90361 2.13317 0.42
H -0.89882 1.76424 1.44281 0.41
H 0.46045 2.08158 3.21843 0.61
H 2.13593 1.82204 3.55285 1.05
H 0.83394 2.90773 1.03981 0.84
H 2.69125 1.29416 0.17178 -0.04
H 2.79538 3.00414 -0.19751 0.55
H 3.82555 2.36370 1.05223 0.57
C -6.53083 0.47276 -0.59176 -1.08
C -6.47829 1.93189 -0.19609 -0.15
O -7.69153 2.35301 0.44942 -0.35
C -7.80130 2.01177 1.73054 0.77
O -6.97515 1.43283 2.38825 -0.56
O -8.98569 2.43578 2.17253 -0.34
C -9.26542 2.09755 3.53312 -0.63
H -7.41203 0.27579 -1.20354 0.37
H -5.64035 0.20264 -1.15912 0.28
H -6.58384 -0.16800 0.28764 0.30
H -6.39388 2.56251 -1.07896 0.33
H -5.62629 2.14167 0.44981 0.26
H -8.46074 2.42481 4.18754 0.30
H -9.40867 1.02294 3.63399 0.29
H -10.18454 2.61702 3.78669 0.22
C 0.33675 -0.87572 -7.06228 -0.97
C 1.79886 -0.53533 -7.24342 -0.17
O 2.52867 -1.61111 -7.85561 -0.37
C 2.38599 -1.71869 -9.17415 0.78
O 1.74223 -0.99033 -9.88413 -0.56
O 3.09427 -2.77239 -9.58264 -0.35
C 2.99915 -3.04091 -10.98345 -0.64
H 0.22794 -1.80926 -6.51171 0.27
H -0.16952 -0.08203 -6.51604 0.19
H -0.15613 -0.99471 -8.02685 0.40
H 2.28091 -0.38803 -6.27845 0.27
H 1.92913 0.37392 -7.82973 0.33
H 3.23947 -2.15433 -11.56577 0.30
H 1.99785 -3.38678 -11.23521 0.29
H 3.72168 -3.82559 -11.18651 0.22

=====

For reference, M by record: 789.02; 752.96; 720.81; 880.98 g/mol.
For reference, E_tot by record: -170068.9169; -134586.3666; -72034.9157; -104995.9568 eV.